# C25H28FeN5O5

A molecular structure, C25H28FeN5O5 (wB97M-V/def2-TZVPD, the OMol25 dataset).

Structure (XYZ):
```
64
Properties=species:S:1:pos:R:3:forces:R:3:nbo_charge:R:1
C 1.16018 -1.57234 3.69789 -0.0263 -0.0228 -0.0122 -0.01
H 1.08467 0.03142 5.09277 -0.0118 0.0191 -0.0008 0.24
C 2.54515 -2.97456 5.66535 0.0370 -0.0600 0.0406 -0.23
N -0.19425 0.26475 2.99682 -0.1839 0.1809 -0.1247 -0.45
C -3.40815 3.22208 1.10085 -0.0545 -0.0373 -0.1146 -0.19
H -1.14988 -1.54354 -0.81014 -0.0716 -0.1492 -0.0487 0.41
H -1.47493 2.67029 -3.18305 0.0542 -0.0921 0.0524 0.18
N 2.73164 0.24068 -1.47081 0.0191 0.1438 0.0960 -0.45
C -2.62956 2.06794 0.99674 0.1258 0.0760 0.0758 -0.20
Fe 0.16783 0.22712 0.00877 -0.2376 -0.0770 0.2482 1.53
H -5.37515 -0.79508 -0.82390 -0.0075 -0.0387 -0.0138 0.16
C -1.71285 1.70953 2.07217 0.3004 -0.4236 0.0933 0.08
H 2.63201 0.11304 -3.51706 -0.0920 -0.0612 -0.1278 0.18
H 0.48775 2.72654 -1.54057 0.0368 -0.0986 0.1008 0.38
O 0.43686 -1.33145 1.45063 0.1259 -0.2307 -0.2350 -0.83
C -0.73446 1.88778 -2.96842 0.0246 0.0171 -0.2310 -0.20
C -3.92781 1.41021 -0.92057 -0.1733 0.2667 -0.1606 0.19
C -0.25343 -0.54659 -3.46563 0.0568 -0.0857 -0.0312 -0.40
H -2.07963 0.52333 -3.99228 0.0469 0.0462 -0.1105 0.20
H -4.98533 4.41333 0.25604 -0.0123 0.0103 0.0051 0.20
O 3.72907 0.56103 1.90937 0.1136 -0.0094 -0.0276 -0.68
H 0.69835 -0.17258 -3.08867 0.0086 0.0680 -0.0250 0.21
C 3.52799 0.19970 -0.40500 0.1292 -0.0107 0.0165 0.11
C -4.66508 2.57270 -0.81743 -0.0263 -0.0887 -0.0546 -0.25
H 5.00794 -0.44790 -3.84257 0.0039 -0.0088 -0.0271 0.21
H -5.45950 2.72978 -1.53590 -0.0409 0.0112 -0.0326 0.21
H 2.63707 -4.57422 4.24025 0.0127 -0.0457 -0.0052 0.20
O 1.78200 1.07021 0.96068 -0.5382 0.2719 -0.6434 -0.82
H -4.66110 -1.39281 -2.34476 -0.0276 -0.0610 0.0271 0.17
C 1.42210 -0.98166 4.92817 -0.0557 0.0873 -0.0023 -0.18
C -4.40187 3.50532 0.18411 0.0417 -0.0285 0.0329 -0.28
O -2.07243 0.11238 -0.26634 0.2108 -0.0494 -0.1063 -0.85
C 2.96244 0.62929 0.95208 0.4479 -0.1154 0.2829 0.75
C 2.29236 -3.56732 4.43752 0.0111 -0.0058 0.0087 -0.23
H -1.88060 2.11941 3.07264 -0.0297 -0.0795 -0.0168 0.17
H 0.19411 -2.46385 -0.86542 0.0290 0.1676 0.0812 0.38
H -1.45604 -2.29181 -2.94252 0.0425 0.0722 0.0043 0.17
H -0.97593 2.28244 -0.97749 0.0226 0.1408 -0.0684 0.38
C -0.46893 -1.86254 -2.72689 0.2924 0.0078 -0.1988 -0.21
C -1.32980 0.50368 -3.20017 0.0123 -0.0206 0.1467 -0.45
C -2.82704 1.14170 -0.07117 0.0693 0.0904 0.2890 0.33
N -0.26003 -1.66273 -1.28887 -0.2146 -0.0406 0.3123 -0.90
H -3.22148 3.89514 1.92660 0.0282 0.0771 0.0932 0.20
C 5.43127 -0.39391 -1.72441 0.0433 -0.0244 -0.0490 -0.18
H 2.31943 -1.20576 6.85419 0.0156 0.0306 0.0740 0.20
C 4.87934 -0.13811 -0.48773 -0.1236 0.0241 0.0519 -0.22
H 3.08606 -3.51706 6.43174 0.0056 -0.0042 0.0012 0.20
O -4.24397 0.52641 -1.93136 0.0243 0.4025 -0.0899 -0.53
H 6.47786 -0.65567 -1.82102 0.0136 0.0051 -0.0039 0.21
C -4.48407 -0.77789 -1.46243 -0.0696 -0.5415 0.0972 -0.26
C 3.28483 0.02147 -2.66055 0.0948 -0.0841 -0.0502 0.03
C 4.62030 -0.29008 -2.84542 -0.0128 -0.0122 -0.0254 -0.27
C 0.42521 -0.83582 2.62477 -0.1207 0.1570 0.0366 0.55
H 1.41580 -3.30079 2.48676 -0.0165 -0.0124 -0.0381 0.22
C 1.60742 -2.86613 3.45734 -0.0142 0.0495 -0.0310 -0.20
H -3.62387 -1.15826 -0.89789 -0.2673 0.0139 -0.1472 0.21
C 2.11072 -1.67807 5.90411 0.0365 -0.0259 0.0550 -0.23
H -0.13729 -0.72259 -4.54042 -0.0060 -0.0374 -0.0050 0.19
H 0.11401 2.05059 -3.64220 -0.0788 0.0059 -0.0622 0.17
H -1.86153 0.24018 -2.28659 -0.0351 0.0155 -0.1535 0.26
N -0.21817 2.00142 -1.59624 -0.0101 -0.0477 0.4512 -0.88
H 5.44659 -0.16962 0.42991 0.0053 0.0067 0.0366 0.25
H 0.27986 -2.58584 -3.06751 -0.0961 0.0314 -0.0536 0.18
N -0.82404 0.80565 1.89116 0.1121 0.2342 0.3175 -0.34
```
Positions in Å, forces in eV/Å.

Output
Spin multiplicity = 5
Frontier orbital gap (spin up / spin down) = 0.2574 / 0.2575 hartree
Total charge = -1
E = -78458.089 eV
Largest force on an atom = 0.88 eV/A
E_HOMO (spin up / spin down) = -4.247 / -4.253 eV